This record from OMol25 describes a 3-piece molecular cluster, H6O3 overall. The level of theory is the ωB97M-V functional and the def2-TZVPD basis.

Properties
- Frontier orbital gap: 0.45747 hartree
- E_tot: -229.279269 a.u.
- F_max: 5.18 eV/A
- Multiplicity: 1
- Energy relative to the best compared isomer or geometry (same formula, charge and spin): 28.7 kcal/mol
- E_LUMO: 0.881 eV
- HOMO level: -11.567 eV

Atoms and positions in Å:
O  -0.6337  -7.4498  -1.9384
H  -0.3113  -6.6739  -1.5326
H  -0.0851  -7.7727  -2.6121
O  4.6910  0.1748  4.1378
H  3.9235  -0.1095  3.7410
H  5.3091  0.4076  3.4907
O  -4.1408  6.6825  -1.7899
H  -3.9187  7.5198  -2.3204
H  -4.8341  7.2211  -1.1761

Computed Löwdin charges, given in elementary charges: -0.017 0.012 0.005 0.004 -0.010 0.007 -0.159 0.054 0.105